No. 1
Entry from the OMol25 dataset: a molecular structure, C5H10N2O2 (the ωB97M-V functional and the def2-TZVPD basis).

Calculated values
Molar mass: 130.147 u
F_max: 0.5 eV/A
Energy relative to the best compared isomer or geometry (same formula, charge and spin): 106.41 kcal/mol

Last column: natural (NBO) charge in e.
Positions of all 19 atoms, in Å:
1 C -1.38 -0.55 -0.19  -0.603
2 C 2.45 0.75 -0.18  -0.417
3 C -1.97 -0.09 1.13  -0.633
4 N 1.12 0.12 -0.21  -0.475
5 C -0.06 0.69 -0.93  0.824
6 C 0.71 -0.88 0.46  0.778
7 O 0.07 0.26 -2.26  -0.737
8 N 0.92 -1.88 1.11  -0.668
9 O -0.40 1.83 -0.66  -0.717
10 H -0.42 0.91 -2.78  0.490
11 H 0.40 -2.16 1.94  0.419
12 H -1.34 -1.63 -0.33  0.208
13 H -2.01 -0.18 -1.01  0.233
14 H 2.95 0.58 -1.13  0.222
15 H 3.03 0.32 0.63  0.220
16 H 2.31 1.81 -0.02  0.237
17 H -1.84 0.99 1.24  0.233
18 H -1.51 -0.58 2.00  0.177
19 H -3.04 -0.30 1.19  0.210

=====

No. 2
Entry from the OMol25 dataset: 2 unconnected molecules or ions with the total composition C10H17N4O in a non-equilibrium geometry (the ωB97M-V functional and the def2-TZVPD basis).

Calculated values
Total charge: +1
Molar mass: 209.273 u
F_max: 4.7 eV/A
Energy relative to the best compared isomer or geometry (same formula, charge and spin): 144.11 kcal/mol

Last column: natural (NBO) charge in e.
Positions of all 32 atoms, in Å:
1 C -0.60 1.02 1.20  -0.328
2 C -1.57 1.97 1.30  0.054
3 C -1.79 2.18 -0.94  0.193
4 C -3.85 -1.04 -0.68  0.081
5 C -0.74 1.17 -1.26  -0.575
6 C -3.90 -1.08 0.82  -0.173
7 C -0.43 0.38 0.00  0.249
8 C 2.63 0.93 0.17  -0.614
9 C 2.79 -1.68 0.06  -0.594
10 C 1.97 -0.44 0.46  -0.064
11 N -2.21 2.51 0.21  -0.427
12 N -2.65 -1.08 -1.06  -0.285
13 N -1.84 -1.29 -0.06  0.016
14 N 0.72 -0.58 -0.31  -0.565
15 O -2.55 -1.35 1.12  -0.325
16 H -0.11 0.72 2.16  0.252
17 H -1.83 2.46 2.17  0.213
18 H -2.22 2.83 -1.85  0.210
19 H -4.58 -1.10 -1.48  0.237
20 H -0.93 0.59 -2.05  0.254
21 H 0.11 1.69 -1.64  0.244
22 H -4.34 -0.19 1.18  0.221
23 H -4.64 -1.78 1.06  0.228
24 H 2.63 1.04 -0.95  0.197
25 H 2.11 1.71 0.52  0.220
26 H 3.70 1.05 0.69  0.257
27 H 3.78 -1.37 0.19  0.240
28 H 2.49 -1.84 -0.89  0.192
29 H 2.46 -2.58 0.66  0.232
30 H 2.01 -0.34 1.58  0.249
31 H 0.19 -1.44 -0.18  0.475
32 H 0.84 -0.42 -1.33  0.436